(1)
{"formula": "C17H41N3O20", "method": "ωB97M-V/def2-TZVPD", "elements": ["C", "O", "H", "H", "H", "H", "C", "O", "H", "H", "H", "H", "C", "N", "O", "O", "H", "H", "H", "C", "N", "O", "O", "H", "H", "H", "C", "N", "O", "O", "H", "H", "H", "C", "O", "C", "O", "O", "C", "H", "H", "H", "H", "H", "H", "C", "O", "C", "O", "O", "C", "H", "H", "H", "H", "H", "H", "C", "O", "C", "O", "O", "C", "H", "H", "H", "H", "H", "H", "C", "O", "C", "O", "O", "C", "H", "H", "H", "H", "H", "H"], "positions_angstrom": [[1.404012, 8.556192, -5.099630], [2.529732, 8.379152, -5.905780], [1.125922, 7.624652, -4.606680], [1.395002, 9.446912, -4.471440], [0.629382, 8.785772, -5.831300], [2.616072, 9.111072, -6.520950], [-1.349208, 0.306292, -7.640730], [-2.214018, 1.128852, -8.409150], [-1.017248, 0.763402, -6.708550], [-1.772538, -0.668848, -7.399930], [-0.492218, 0.082122, -8.275880], [-2.980298, 1.213052, -7.837020], [-8.586458, -1.466438, -3.946160], [-8.208778, -0.137818, -4.541300], [-7.341738, -0.145908, -5.419750], [-8.661548, 0.871272, -4.041330], [-8.945218, -1.995528, -4.829030], [-9.449398, -1.295948, -3.302440], [-7.691368, -1.902388, -3.502480], [12.326322, -0.000028, -3.062480], [11.341352, 0.792392, -3.820260], [11.637342, 1.183222, -4.972020], [10.298422, 0.984902, -3.238930], [13.011272, -0.464098, -3.772110], [11.816122, -0.784718, -2.503850], [12.915002, 0.635932, -2.401340], [-1.778738, 6.815192, 5.756330], [-2.389198, 7.079882, 4.378490], [-3.570298, 7.085212, 4.204940], [-1.578948, 7.169982, 3.466530], [-2.007898, 5.795182, 6.064780], [-2.157208, 7.434532, 6.569530], [-0.724578, 7.078932, 5.670980], [-11.379528, -1.059668, 2.652940], [-10.170248, -1.431218, 3.266630], [-9.020478, -0.908238, 2.939880], [-8.835658, -0.003978, 2.116370], [-8.117798, -1.541008, 3.725560], [-6.751428, -1.103418, 3.763180], [-12.215718, -1.106758, 3.350560], [-11.633358, -1.640328, 1.766090], [-11.340758, -0.051338, 2.240770], [-6.108628, -1.976338, 3.876810], [-6.650178, -0.441798, 4.623470], [-6.520148, -0.637738, 2.805180], [7.220022, -9.913808, -2.418480], [6.624292, -9.055118, -1.446760], [5.706572, -8.116268, -1.747070], [5.123472, -8.064248, -2.822380], [5.605202, -7.261498, -0.702240], [4.741452, -6.181348, -0.721170], [7.607042, -9.293918, -3.227210], [6.547492, -10.626578, -2.895740], [8.029392, -10.523238, -2.016460], [4.354082, -5.962478, -1.716230], [5.306502, -5.315328, -0.376450], [3.820102, -6.348608, -0.163290], [2.102792, 1.683832, -2.038700], [1.364232, 0.549552, -1.683620], [-0.033658, 0.527022, -1.436200], [-0.738898, -0.446768, -1.062490], [-0.599428, 1.742052, -1.691680], [-1.930848, 2.091892, -1.288180], [1.634632, 2.528782, -1.533720], [2.118322, 1.732272, -3.127510], [3.127432, 1.642572, -1.669260], [-2.277048, 2.875522, -1.962090], [-1.951578, 2.361862, -0.232350], [-2.655848, 1.284052, -1.387530], [1.804352, -0.517728, 10.437900], [1.687332, -0.126128, 9.061720], [2.196032, -0.898738, 8.138430], [2.757012, -1.959858, 8.290830], [2.167352, -0.293538, 6.990620], [2.800052, -0.842328, 5.878270], [0.839612, -0.496738, 10.944800], [2.335182, 0.229632, 11.027630], [2.246402, -1.463008, 10.752790], [2.121072, -1.609918, 5.506960], [3.750622, -1.332928, 6.087690], [3.064082, -0.159528, 5.070690]], "atomic_forces_ev_per_a": [[-1.49, 0.66, -1.45], [1.55, -0.43, 0.22], [0.37, 0.24, 0.21], [0.56, -0.26, 0.60], [-0.90, -0.21, 0.31], [-0.09, 0.01, 0.11], [0.64, -0.48, -0.55], [-0.10, -0.27, 0.70], [0.05, 0.23, -0.02], [-0.37, -0.04, 0.04], [0.15, 0.21, 0.16], [-0.39, 0.36, -0.32], [-0.82, 0.55, -1.12], [1.77, 0.55, 0.22], [-1.16, -0.25, 0.69], [-0.28, -0.35, -0.27], [0.32, -0.51, 0.23], [0.50, -0.04, 0.29], [-0.31, 0.06, -0.04], [1.06, -0.85, -0.30], [0.30, 0.47, -1.51], [-0.61, -0.70, 2.33], [-0.17, 0.37, -0.43], [-0.10, 0.16, -0.02], [-0.13, 0.38, -0.01], [-0.36, 0.17, -0.05], [0.04, 0.57, 0.22], [1.57, -0.49, -0.15], [-1.18, 0.10, 0.67], [0.05, 0.16, 0.52], [0.29, -0.05, -0.51], [-0.64, 0.33, -0.57], [-0.12, -0.62, -0.18], [-0.66, 1.17, -1.22], [-1.09, -1.10, 0.65], [1.31, 1.95, -1.15], [-0.02, -2.02, 1.74], [-0.24, 0.08, -0.38], [-0.42, 0.11, -0.60], [0.44, -0.22, 0.24], [0.33, -0.63, 0.21], [0.27, 0.24, 0.37], [-0.28, -0.04, 0.13], [0.22, 0.12, -0.25], [0.15, 0.33, 0.26], [-0.35, 0.33, -1.37], [0.06, 0.15, 1.34], [-0.23, -0.23, -1.92], [0.65, 0.28, 1.84], [1.14, -2.24, -0.32], [-1.25, 1.26, -1.03], [0.15, -0.01, 0.00], [-0.54, 0.22, 0.29], [-0.13, 0.57, 0.68], [0.40, -0.07, -0.31], [-0.25, -0.08, 0.22], [0.35, -0.18, 0.59], [-0.57, 1.19, 0.02], [-3.20, -2.57, 1.31], [-1.67, -1.05, 0.49], [3.67, 3.15, -1.32], [1.29, -0.33, -0.08], [-0.47, -0.85, 0.05], [0.14, 0.42, -0.62], [-0.02, 0.52, 0.06], [-0.13, -0.64, 0.09], [0.39, 0.18, 0.30], [0.20, 0.36, -0.14], [0.38, -0.38, -0.17], [-0.40, 0.34, 1.64], [-0.61, 0.28, 1.46], [2.31, -1.87, 0.05], [-0.50, -0.18, 0.56], [-0.76, 2.78, -0.82], [0.49, -1.96, -0.96], [-0.46, -0.09, -0.70], [0.43, 0.36, -0.68], [0.17, -0.21, -1.25], [0.21, -0.07, -0.42], [-0.11, -0.08, 0.62], [-0.76, 0.70, 0.51]], "smiles": "C[N+](=O)[O-].C[N+](=O)[O-].C[N+](=O)[O-].COC(=O)OC.COC(=O)OC.COC(=O)OC.COC(=O)OC.CO.CO", "charge": 0, "orbital_gap_ev": 10.230, "spin_multiplicity": 1, "largest_force_ev_per_a": 5.01, "e_homo_ev": -10.1}

=====

(2)
{"formula": "C17H42BN2O3", "method": "ωB97M-V/def2-TZVPD", "elements": ["N", "C", "C", "B", "O", "O", "C", "O", "C", "C", "N", "H", "H", "H", "H", "H", "H", "H", "H", "H", "H", "H", "H", "H", "H", "C", "C", "C", "C", "C", "C", "H", "H", "H", "H", "H", "H", "H", "H", "H", "H", "H", "H", "H", "H", "C", "C", "C", "C", "C", "C", "H", "H", "H", "H", "H", "H", "H", "H", "H", "H", "H", "H", "H", "H"], "positions_angstrom": [[-1.147073, -3.233392, -2.305824], [-1.999166, -2.140234, -2.648297], [-1.156494, -1.024165, -3.275992], [-0.005131, -0.417874, -2.332948], [-0.289585, -0.101340, -1.004863], [1.263085, -0.270914, -2.754583], [-3.245605, -2.582450, -3.449896], [-4.454762, -1.984109, -3.021699], [-4.330476, -0.612690, -2.719726], [-3.513235, -0.457151, -1.437996], [-2.584087, -1.627359, -1.312565], [-0.263337, -3.243070, -2.794252], [-1.574767, -4.146789, -2.381452], [-0.702874, -1.463890, -4.167149], [-1.799387, -0.221861, -3.643905], [-0.501283, 0.832741, -0.886506], [1.436597, -0.188108, -3.694155], [-3.402962, -3.651247, -3.303861], [-3.063932, -2.405106, -4.515205], [-3.892185, -0.069606, -3.561324], [-5.333295, -0.223155, -2.565100], [-2.924347, 0.455261, -1.420796], [-4.149739, -0.475267, -0.556359], [-3.103823, -2.406151, -0.907325], [-1.794592, -1.403976, -0.694399], [5.972918, -1.308799, 1.498309], [4.502798, -1.254433, 1.896746], [3.900480, -2.626000, 2.200205], [3.923035, -3.611195, 1.029516], [3.229234, -3.112469, -0.237153], [1.747854, -2.811753, -0.037507], [6.124098, -1.884890, 0.583825], [6.372782, -0.309553, 1.323980], [6.571696, -1.773935, 2.284125], [3.927955, -0.760814, 1.106425], [4.392364, -0.625251, 2.783461], [2.872554, -2.493603, 2.550142], [4.443620, -3.074848, 3.037028], [3.450622, -4.544922, 1.350584], [4.956550, -3.867726, 0.785453], [3.344304, -3.868085, -1.019086], [3.731109, -2.214688, -0.608425], [1.209573, -3.698924, 0.306150], [1.291351, -2.485661, -0.973305], [1.594843, -2.018039, 0.695272], [-1.050314, 4.946203, 4.288742], [-1.839190, 5.182746, 3.006454], [-2.378978, 3.899468, 2.375588], [-1.304134, 2.891176, 1.963613], [-0.257270, 3.427698, 0.986829], [-0.851922, 3.876645, -0.340209], [-0.163012, 4.334954, 4.114498], [-0.714807, 5.887745, 4.723065], [-1.663155, 4.435799, 5.034858], [-1.215475, 5.719755, 2.285784], [-2.683637, 5.842587, 3.217667], [-2.993814, 4.159893, 1.509122], [-3.053500, 3.412228, 3.086327], [-1.799928, 2.020923, 1.511649], [-0.796305, 2.512191, 2.853385], [0.485942, 2.642868, 0.812295], [0.290878, 4.254146, 1.443898], [-1.392729, 3.050896, -0.823932], [-0.080719, 4.218027, -1.031462], [-1.565217, 4.691543, -0.217739]], "atomic_forces_ev_per_a": [[-0.07, -0.14, -0.07], [0.04, 0.04, 0.16], [0.05, -0.06, 0.03], [-0.07, -0.30, -0.06], [-0.44, -0.02, -0.27], [0.11, 0.62, 0.17], [-0.01, 0.02, -0.13], [0.03, -0.08, 0.16], [-0.06, 0.04, -0.13], [0.06, -0.05, 0.06], [-0.14, -0.07, -0.02], [0.04, 0.09, 0.10], [-0.02, 0.03, 0.04], [-0.07, 0.02, -0.08], [0.00, 0.07, 0.05], [0.33, 0.09, 0.32], [0.01, -0.37, -0.16], [0.04, -0.02, -0.06], [-0.02, 0.06, 0.01], [0.04, 0.03, 0.02], [-0.02, -0.02, -0.01], [0.04, 0.02, -0.02], [-0.02, 0.04, 0.01], [0.08, -0.02, 0.02], [0.06, 0.10, -0.08], [0.01, 0.00, -0.01], [-0.01, 0.00, 0.00], [0.00, 0.00, 0.01], [0.01, 0.00, 0.00], [0.00, 0.00, 0.01], [0.04, -0.03, -0.01], [0.00, 0.00, 0.00], [0.00, 0.00, 0.01], [0.00, -0.01, -0.01], [-0.01, 0.00, 0.00], [0.01, 0.01, 0.00], [0.00, -0.01, 0.00], [0.00, 0.01, 0.00], [0.00, 0.00, -0.01], [0.00, 0.00, 0.01], [-0.01, 0.00, 0.00], [0.01, -0.01, 0.00], [0.00, 0.01, 0.02], [0.00, 0.00, 0.00], [-0.02, 0.01, -0.01], [0.01, 0.00, 0.01], [-0.01, 0.00, -0.01], [-0.01, 0.00, 0.00], [0.01, -0.01, 0.01], [-0.05, -0.12, 0.07], [0.06, -0.04, -0.11], [0.00, 0.01, 0.00], [-0.01, 0.00, 0.00], [0.00, -0.01, 0.00], [-0.01, 0.00, -0.01], [0.01, 0.01, 0.01], [0.00, -0.01, -0.01], [0.00, 0.01, 0.00], [0.01, 0.00, 0.00], [-0.01, 0.00, 0.01], [0.03, 0.03, -0.02], [-0.01, 0.01, -0.01], [-0.03, 0.03, -0.01], [0.00, -0.01, -0.01], [0.00, -0.01, 0.02]], "charge": 1, "orbital_gap_ev": 10.100, "spin_multiplicity": 1, "largest_force_ev_per_a": 0.66, "e_homo_ev": -12.8}